No. 1
Formula: C52H39N8O5OsPS
Source: the Open Molecules 2025 dataset
Level of theory: the ωB97M-V functional and the def2-TZVPD basis

```
107
Properties=species:S:1:pos:R:3:forces:R:3:mulliken_charge:R:1
Os 0.644345 -0.481837 0.883703 -1.58 1.19 0.69 1.238
S 1.564170 3.405646 -7.116294 0.05 -0.20 -0.32 1.107
P -0.172652 1.775104 0.916499 -0.49 -0.04 -0.46 2.622
O 3.004793 3.297013 -7.259504 -0.32 0.16 0.12 -0.676
O 0.810852 3.825211 -8.269619 0.18 0.06 0.29 -0.658
O 1.119995 3.963999 -5.839232 0.07 0.08 -0.18 -0.622
O 5.980516 -5.004908 2.062293 -0.11 0.10 0.20 -0.556
O 5.788639 -5.007431 4.217994 -0.05 0.09 -0.22 -0.541
N 5.463352 -4.661884 3.107141 0.09 -0.12 0.00 0.948
N 0.847779 0.871648 -7.972003 0.02 -0.16 0.44 -0.460
N -1.138656 -1.008073 0.690008 1.72 -0.25 -0.09 0.201
N 2.690636 -1.229034 0.828367 0.01 -0.98 -0.83 -0.040
N 1.190279 1.216021 -5.659031 0.00 0.36 -0.56 -0.144
N 0.836476 -0.362920 -1.203525 0.20 -0.08 0.10 0.498
N 0.788826 -1.500977 2.789877 0.03 -0.32 -0.07 0.318
N 2.242060 0.810246 2.272466 -0.25 -0.09 0.18 -0.173
C 0.361764 -1.387603 -3.314638 0.28 0.25 -0.08 -1.060
C -3.621367 -2.663956 -1.326319 0.06 -0.01 -0.05 -0.590
C 1.182898 -3.211287 4.954784 0.00 -0.01 -0.02 -0.772
C 1.151896 4.742010 3.353096 0.10 -0.04 0.03 -0.876
C -2.269889 -1.539826 0.440352 -0.23 0.19 0.45 0.245
C -0.925475 2.664110 -1.633230 -0.07 -0.16 -0.13 -0.463
C -2.749518 -1.638697 -0.944634 0.19 -0.33 -0.26 0.078
C 0.759609 2.701910 2.147744 -0.17 0.03 -0.11 0.651
C -0.114520 -1.618259 3.751578 -0.01 0.15 0.06 -0.160
C 0.048398 -2.453399 4.859507 0.01 -0.03 0.02 -1.216
C -3.432395 -3.517277 3.429305 -0.03 -0.01 0.01 -0.882
C -2.439321 1.242748 2.454356 -0.02 0.04 0.04 0.070
C 2.158838 -3.119100 3.940951 0.01 -0.03 0.12 1.116
C -3.903502 3.349625 1.411785 -0.05 -0.01 0.06 -0.866
C 1.376245 4.180723 -1.979867 -0.18 -0.11 0.03 -1.072
C 4.278389 -3.768319 3.009023 0.07 -0.02 -0.03 -0.015
C 0.593719 -0.946836 -6.427200 -0.02 -0.02 -0.18 -0.815
C 4.852292 -1.686352 -0.068224 0.10 -0.04 0.08 -1.202
C 2.933830 -2.118774 1.840816 -0.10 0.11 0.03 -0.025
C -3.701353 1.519018 2.952593 0.03 -0.03 0.01 -0.332
C 0.973308 -0.321389 -3.981738 -0.16 -0.54 0.31 1.420
C 1.157246 3.529091 -0.772742 -0.04 0.04 -0.08 -1.011
C 3.623509 -1.032717 -0.092360 -0.08 0.05 -0.07 -0.207
C 1.629287 0.631842 -3.207278 0.27 0.18 -0.17 -0.710
C 1.546068 0.573770 -1.854491 -0.01 0.18 0.27 -1.346
C -2.334426 -0.691065 -1.886662 -0.26 0.12 0.28 0.798
C 0.006649 2.747553 -0.591229 0.22 -0.11 0.03 0.496
C 3.362553 -3.887462 3.984851 -0.02 -0.02 -0.01 -0.876
C -4.441368 2.568502 2.423734 0.00 0.01 -0.01 -0.879
C -1.895497 2.009882 1.428210 -0.05 -0.06 -0.04 0.721
C -0.702306 3.317735 -2.835001 0.00 -0.09 0.14 -1.261
C 4.124014 -2.854230 1.905912 0.21 -0.02 -0.04 0.886
C 0.377667 4.003114 2.479158 -0.01 0.02 0.09 -0.602
C -3.135875 -2.055925 1.538000 -0.10 0.53 0.07 0.319
C 0.455284 4.064847 -3.022294 0.22 0.20 0.06 -0.951
C -5.264047 -2.160318 2.649643 -0.04 -0.03 0.01 -0.910
C 0.584857 -0.408893 -7.719214 0.10 0.35 0.13 -0.416
C -2.622727 -2.993902 2.432603 0.08 0.03 -0.09 -0.394
C -4.062883 -2.731699 -2.635417 -0.04 0.00 -0.04 -0.971
C -4.749121 -3.091621 3.545205 0.01 0.01 -0.01 -0.580
C 5.105812 -2.605748 0.914963 -0.08 -0.01 0.06 -0.756
C -2.787994 -0.755048 -3.189157 -0.22 -0.07 -0.06 -0.447
C 2.315636 4.190954 3.888928 -0.09 -0.04 -0.08 -0.866
C -4.466572 -1.652705 1.638117 0.02 -0.02 0.02 -0.101
C 0.307364 -1.370454 -1.938270 0.34 -0.04 0.16 -1.112
C 2.692015 2.899951 3.555511 0.14 -0.16 0.07 -0.435
C -3.652727 -1.778947 -3.564539 0.06 0.06 0.06 -0.779
C -2.635519 3.079960 0.920150 0.03 0.09 -0.07 -0.648
C 1.137925 1.647872 -6.912588 -0.13 -0.23 -0.23 -0.069
C 1.900062 2.160300 2.686043 0.08 0.05 -0.04 -0.189
C 0.921455 -0.053777 -5.425008 -0.12 -0.27 -0.16 0.113
C 1.934068 -2.251248 2.874129 -0.05 -0.01 -0.09 -0.560
H -0.216129 -2.151118 -1.397832 0.20 0.10 -0.09 0.800
H -0.512607 4.440676 2.047717 -0.03 -0.02 -0.01 0.480
H -1.863188 0.436038 2.882534 -0.04 -0.03 -0.03 -0.404
H -1.008013 -1.022665 3.652381 0.00 -0.03 -0.03 0.236
H -3.046885 -4.275519 4.098963 0.00 0.01 -0.01 0.528
H 1.884993 3.631018 0.024661 0.00 0.00 0.00 0.468
H 3.537789 -4.575040 4.801565 0.01 0.00 0.01 0.598
H 2.267808 4.779113 -2.115433 -0.02 0.00 -0.01 0.469
H 0.859497 5.751320 3.609624 0.02 -0.02 0.00 0.489
H 0.378698 -1.994363 -6.254708 0.01 0.06 0.01 0.443
H -1.426936 3.246793 -3.636328 0.03 0.01 0.00 0.506
H -6.295324 -1.843087 2.731646 0.01 0.00 0.01 0.469
H 0.646009 4.535194 -3.983825 -0.01 -0.10 0.07 0.639
H 3.597692 2.467304 3.965775 -0.01 0.04 0.01 0.509
H 6.043707 -3.137437 0.936728 0.00 -0.02 0.01 0.607
H -4.731227 -3.527606 -2.935199 0.00 0.02 -0.01 0.461
H 2.149838 1.445285 -3.699026 -0.03 -0.06 0.04 0.606
H 2.033043 1.318072 -1.249452 0.01 0.10 0.08 1.192
H 1.343757 -3.878079 5.793426 0.00 0.02 -0.02 0.540
H -5.430151 2.784164 2.807910 0.03 0.00 0.00 0.468
H -0.726931 -2.488520 5.611983 0.01 0.00 -0.01 0.578
H -4.465647 4.181002 1.007409 0.01 -0.02 0.00 0.500
H -4.012976 -1.831926 -4.583603 0.00 0.00 0.01 0.475
H -1.659261 0.097370 -1.574197 -0.22 -0.07 -0.06 -0.133
H -2.226407 3.720317 0.149552 -0.04 -0.05 0.07 0.489
H -0.140463 -2.184179 -3.846587 0.04 0.00 -0.01 0.444
H -1.609857 -3.357985 2.302771 -0.01 0.01 0.00 0.682
H -2.474144 -0.014460 -3.913368 0.00 0.02 -0.01 0.581
H 2.930197 4.772415 4.563220 -0.01 -0.02 -0.01 0.436
H 2.155222 0.190409 3.070705 0.22 0.15 0.20 0.406
H -4.867736 -0.939010 0.930363 0.00 0.03 -0.02 0.598
H -5.383533 -3.502250 4.319964 0.01 0.01 -0.01 0.460
H 3.398486 -0.322808 -0.879368 0.02 -0.15 0.08 0.542
H -1.845900 2.103760 -1.505241 0.08 0.03 0.01 0.836
H 3.217951 0.773047 1.989044 -0.05 0.04 -0.13 0.317
H 0.356041 -1.034815 -8.575556 0.01 0.03 0.01 0.432
H -4.106632 0.918346 3.755444 -0.01 -0.02 0.01 0.551
H 5.583981 -1.469023 -0.833931 -0.01 -0.01 0.01 0.553
H -3.940427 -3.408259 -0.607817 0.02 0.02 0.01 0.595
```
Positions in Å, forces in eV/Å.

Values from the calculation:
**Net charge**: +2
**Kohn-Sham gap (alpha / beta)**: 3.32 / 3.32 eV
**E**: -3648.7894 a.u.

No. 2
Formula: C52H40BCl4N9O2P2TeW
Source: the Open Molecules 2025 dataset
Level of theory: the ωB97M-V functional and the def2-TZVPD basis

```
112
Properties=species:S:1:pos:R:3:forces:R:3:mulliken_charge:R:1
W 0.236670 0.016540 -0.523500 0.37 0.30 0.13 1.076
Te -2.803666 4.350405 -1.302425 0.06 -0.07 -0.15 0.155
Cl -0.100804 -5.579195 -4.527108 -0.02 0.00 -0.01 -0.221
Cl -1.317774 -0.390295 -5.466598 -0.07 -0.01 0.01 -0.159
Cl -1.126409 -3.334669 -6.442186 -0.01 -0.02 0.00 -0.214
Cl 0.735535 -4.826870 -1.566211 0.01 0.00 0.01 -0.217
P 0.148553 2.527986 -1.367361 0.06 0.00 -0.23 1.966
P -1.984275 1.211024 -0.234554 0.21 -0.09 -0.15 2.714
O -0.388321 -0.121771 -2.500022 0.07 0.09 0.10 0.290
O 0.407425 -1.888654 -1.045353 -0.15 0.09 0.02 -0.350
N 0.541784 -1.260876 1.292228 -0.13 -0.14 -0.21 0.746
N -2.284290 -0.698703 3.178120 0.03 0.11 -0.14 0.390
N 2.346880 0.086799 -0.852528 -0.10 -0.13 -0.01 1.021
N 3.275910 -0.272105 0.051338 0.08 0.02 -0.01 -0.286
N -5.040750 2.554179 -5.297817 -0.03 -0.03 -0.05 -0.688
N 1.802683 -1.452265 1.740800 0.07 -0.02 0.07 0.249
N -3.666618 -1.984757 4.360647 -0.12 -0.03 -0.01 -0.009
N 2.133658 0.963468 1.862419 -0.03 -0.02 0.07 0.354
N 0.985546 1.284973 1.219433 -0.11 -0.08 0.06 1.348
C -2.891272 2.135655 2.319725 -0.01 -0.05 0.04 -0.100
C -0.326448 -0.900074 4.741152 0.01 -0.03 -0.02 0.166
C -2.951695 0.003475 -1.224375 -0.01 0.01 0.12 -0.345
C 0.190208 -3.633333 -2.678856 -0.04 -0.06 -0.12 0.122
C -5.553501 2.031442 1.554426 0.00 0.03 0.06 -0.860
C -3.882939 2.584610 3.178599 0.06 -0.02 0.03 -0.652
C -2.479635 -1.972692 5.063302 0.18 0.11 -0.02 0.295
C 0.453361 2.310377 1.878154 0.11 0.01 0.05 -0.939
C -3.354733 0.251189 -2.528146 -0.04 -0.02 -0.04 0.399
C -4.266127 -1.969596 -2.686268 -0.01 -0.04 0.05 -0.959
C 1.646322 4.582766 -4.622485 0.02 0.01 0.00 -0.869
C -0.199163 -3.947458 -3.980945 0.08 -0.04 0.14 0.646
C 4.309531 -0.081716 -1.893557 -0.01 0.01 -0.01 -1.491
C 1.196010 3.826251 -5.692782 0.00 -0.02 -0.02 -0.788
C -4.559040 1.593695 0.691968 0.04 -0.02 0.01 -0.871
C -1.624751 -1.155372 4.306395 -0.16 -0.09 0.13 0.102
C 1.206433 3.717294 -0.442561 -0.08 0.03 -0.05 0.573
C -0.732318 -1.612480 -4.400027 0.01 -0.11 -0.06 1.194
C 1.362442 4.195658 -3.319914 0.06 -0.01 0.03 -0.793
C 2.954402 0.199275 -2.036895 0.04 0.01 0.03 -0.291
C -5.696970 2.713445 -4.152673 0.00 0.03 0.04 -0.534
C -3.478490 -1.199313 3.255694 0.01 0.02 0.05 -0.659
C -5.133464 3.274024 -3.013738 -0.01 -0.03 0.02 -0.088
C 0.079296 -1.484523 5.923643 0.04 0.04 -0.03 -0.894
C 0.139492 2.311788 -4.155142 -0.05 0.05 0.07 0.522
C -0.780482 -2.307858 6.665972 -0.05 -0.03 0.02 -0.481
C 0.441230 2.686489 -5.454582 -0.02 0.02 0.02 -0.547
C 1.876765 -2.607864 2.413362 -0.05 0.00 0.00 -0.441
C 3.395377 4.358352 0.343421 0.01 -0.04 -0.01 -0.876
C -3.202230 -1.246897 -0.656732 0.01 0.07 0.02 0.369
C 0.609015 3.047602 -3.067884 -0.02 0.01 -0.04 0.752
C 0.679270 4.859928 0.146842 0.04 -0.04 0.00 -0.332
C -5.216613 2.535617 2.801638 -0.02 -0.01 -0.05 -0.743
C 2.575279 3.477060 -0.344141 0.00 0.02 0.03 0.037
C -2.073459 -2.566990 6.252886 0.00 -0.03 0.04 -1.135
C 4.467367 -0.366385 -0.546897 -0.06 0.02 0.03 -0.203
C -3.813297 3.697752 -3.061387 0.07 0.05 0.16 -0.014
C -3.785016 2.994089 -5.342346 0.02 0.03 0.00 -0.483
C 1.500228 5.749808 0.825206 0.02 0.01 -0.01 -0.849
C -4.027928 -0.725475 -3.250182 0.05 0.03 -0.01 -0.340
C 1.250569 2.663541 2.964701 -0.04 0.00 -0.06 -2.034
C 0.114307 -2.317467 -2.264615 -0.09 0.23 -0.03 -1.060
C -3.847397 -2.232450 -1.387380 -0.02 -0.03 -0.01 -0.813
C 2.304622 1.774944 2.914656 -0.01 -0.05 -0.08 -0.633
C 0.635144 -3.210466 2.384266 0.00 0.00 0.03 -1.656
C -0.341394 -1.295533 -3.101924 0.04 -0.12 0.08 -0.986
C -1.549633 2.705479 -1.049227 -0.26 -0.13 0.21 -1.688
C -3.212002 1.638825 1.060599 -0.21 -0.08 -0.15 0.890
C 2.860176 5.498359 0.927788 -0.02 0.03 0.01 -0.667
C -0.655225 -2.941021 -4.830345 -0.03 0.14 -0.04 0.066
C -3.135924 3.582388 -4.266511 0.02 -0.04 -0.03 -0.125
C -0.162928 -2.323475 1.666823 0.07 0.07 0.02 -0.527
B 2.857096 -0.359544 1.534163 -0.06 0.09 -0.02 -0.329
H 3.003618 2.593570 -0.802522 0.02 -0.01 -0.01 0.288
H 0.329511 -0.269326 4.153451 0.02 0.02 0.00 0.321
H -4.344744 -0.517362 -4.263854 0.00 0.02 -0.02 0.545
H 2.225206 5.480742 -4.796052 0.00 0.01 0.00 0.414
H -2.731961 -3.198631 6.834098 -0.01 -0.01 0.01 0.414
H 2.386866 0.479563 -2.910460 -0.02 0.00 -0.01 0.535
H 5.344711 -0.618485 0.023612 0.02 -0.02 0.01 0.521
H 3.502978 6.188554 1.458381 0.00 0.01 0.02 0.351
H -1.201155 -2.401149 1.401151 -0.01 -0.01 -0.03 0.371
H 1.426116 4.125840 -6.707054 0.01 0.01 -0.01 0.395
H -5.709741 3.342254 -2.099788 0.00 -0.01 0.01 0.419
H -4.838720 1.212347 -0.281898 -0.01 0.02 0.00 0.509
H -2.112907 3.916382 -4.365375 0.06 -0.01 -0.01 0.596
H 3.812424 -0.535529 2.231950 0.03 0.02 0.02 -0.126
H -3.267348 2.869343 -6.287509 0.01 0.00 -0.01 0.448
H -0.384381 5.050890 0.095819 -0.04 0.02 -0.04 0.140
H 0.343770 -4.138952 2.840940 0.00 -0.01 0.00 0.579
H -0.481246 1.451971 -3.974663 0.00 0.00 0.02 -1.020
H 4.455436 4.153671 0.423619 0.01 0.00 -0.01 0.437
H 5.066437 -0.075267 -2.656171 0.02 0.00 -0.02 0.495
H -5.986511 2.884949 3.477342 -0.01 0.00 0.00 0.409
H 1.074100 6.637401 1.275162 0.00 0.01 0.01 0.426
H -6.721993 2.359194 -4.135397 -0.02 -0.01 0.00 0.386
H -1.871479 2.129768 2.667800 -0.01 -0.01 0.03 0.020
H -6.589509 1.986326 1.243937 -0.01 0.00 0.00 0.476
H -4.767301 -2.738307 -3.259632 -0.01 -0.01 -0.01 0.374
H 2.797246 -2.906250 2.884464 0.04 -0.01 0.01 0.503
H -4.269367 -1.013710 2.542842 -0.03 -0.03 -0.01 0.463
H -2.889475 -1.441376 0.365091 0.01 0.01 -0.01 -0.179
H 1.735096 4.800655 -2.505210 -0.03 0.00 -0.04 0.467
H -3.120208 1.200161 -2.988508 0.01 0.05 -0.02 -0.262
H -0.422924 -2.748364 7.587348 0.00 0.00 0.00 0.385
H 0.075084 2.086725 -6.278022 0.00 0.00 -0.02 0.435
H 3.165335 1.657631 3.550556 0.02 -0.01 0.02 0.543
H -4.519370 -2.448442 4.619812 0.04 0.01 -0.01 0.220
H 1.082043 -1.310287 6.291317 0.01 0.01 0.00 0.436
H -3.607889 2.956466 4.157506 0.00 0.00 0.01 0.449
H 1.093006 3.466374 3.661286 -0.01 0.02 0.02 0.598
H -0.436328 2.786861 1.507196 0.02 -0.04 0.01 0.558
H -4.021317 -3.206020 -0.946065 0.00 0.00 0.00 0.460
```
Positions in Å, forces in eV/Å.

Values from the calculation:
**Energy relative to the best compared isomer or geometry (same formula, charge and spin)**: 0.0 kJ/mol
**Net charge**: 0
**Kohn-Sham gap (alpha / beta)**: 6.97 / 6.97 eV
**E**: -5532.4587 a.u.

> Which of these has the lowest net charge?

C52H40BCl4N9O2P2TeW

> Which of these has the highest E?

C52H39N8O5OsPS

> Look up the E of the first one.

-3648.7894 a.u.